Arrangement A

{"formula": "C29H20CaCl2F5N5O5S2Se2", "method": "ωB97M-V with the def2-TZVPD basis set", "charge": -2, "orbital_gap_ev": 5.40, "homo_ev": -1.70, "symbols": ["Ca", "O", "C", "N", "C", "C", "C", "C", "C", "C", "N", "C", "C", "C", "C", "C", "N", "H", "H", "H", "H", "H", "H", "H", "H", "H", "H", "Se", "Se", "C", "C", "C", "C", "C", "N", "C", "C", "C", "C", "C", "N", "H", "H", "H", "H", "H", "H", "H", "H", "O", "S", "O", "O", "O", "F", "C", "C", "F", "C", "F", "C", "S", "C", "F", "C", "F", "Cl", "C", "Cl", "H", "H"], "xyz": [[-0.3754, -0.3400, -0.9383], [1.9470, -3.4097, 1.1110], [1.3840, -2.2930, 1.1959], [1.2814, -1.3984, 0.2133], [2.0946, -1.8312, -0.9126], [2.1190, -0.9185, -2.1186], [2.8852, -1.3134, -3.2143], [2.8523, -0.5487, -4.3628], [2.0994, 0.6214, -4.3757], [1.4061, 0.9640, -3.2352], [1.4077, 0.2090, -2.1308], [0.8622, -1.9596, 2.5857], [0.7100, -3.0131, 3.4892], [0.3237, -2.7433, 4.7869], [0.0856, -1.4244, 5.1542], [0.2795, -0.4434, 4.1972], [0.6682, -0.6967, 2.9473], [1.7791, -2.8256, -1.2544], [3.1301, -1.9593, -0.5752], [3.4711, -2.2223, -3.1482], [3.4042, -0.8626, -5.2422], [2.0559, 1.2515, -5.2534], [0.8254, 1.8777, -3.1817], [0.9103, -4.0171, 3.1420], [0.2048, -3.5479, 5.5042], [-0.2229, -1.1595, 6.1591], [0.1252, 0.6077, 4.4380], [-2.9085, -2.3468, 2.7020], [-3.3841, -0.8087, 1.0597], [-2.2443, 0.6976, 1.5157], [-2.8097, 1.7447, 2.2312], [-2.0212, 2.8549, 2.4914], [-0.7059, 2.8636, 2.0587], [-0.2344, 1.7871, 1.3317], [-0.9994, 0.7222, 1.0577], [-1.8516, -3.6802, 1.7618], [-1.8310, -4.9775, 2.2625], [-1.1102, -5.9309, 1.5668], [-0.4533, -5.5672, 0.4050], [-0.5458, -4.2523, -0.0196], [-1.2312, -3.3196, 0.6513], [-3.8387, 1.6775, 2.5516], [-2.4317, 3.7015, 3.0292], [-0.0517, 3.7001, 2.2658], [0.7850, 1.7611, 0.9521], [-2.3692, -5.2234, 3.1708], [-1.0770, -6.9551, 1.9193], [0.1288, -6.2814, -0.1631], [-0.0697, -3.9253, -0.9368], [-2.5984, -2.3963, -3.7551], [-1.7108, -1.5080, -3.0610], [-2.2261, -1.0540, -1.7666], [-0.3240, -1.9328, -2.9607], [-1.5808, -0.1775, -3.9913], [-0.1942, 7.9126, -0.1945], [0.5256, 6.7771, -0.2865], [1.1316, 6.2355, 0.8255], [1.0060, 6.8641, 2.0109], [1.8686, 5.0735, 0.7262], [2.4118, 4.6070, 1.8623], [2.0892, 4.3912, -0.4830], [3.0899, 3.0046, -0.6193], [1.4401, 4.9838, -1.5827], [1.5797, 4.4427, -2.7973], [0.6855, 6.1331, -1.4951], [0.1165, 6.6629, -2.5916], [-3.7624, 0.1727, -5.5207], [-2.7181, 0.6474, -4.1064], [-1.5706, 2.0454, -1.5432], [-3.3395, 0.6164, -3.2229], [-2.3783, 1.6529, -4.2926]]}

=====

Arrangement B

{"formula": "C29H20CaCl2F5N5O5S2Se2", "method": "ωB97M-V with the def2-TZVPD basis set", "charge": -2, "orbital_gap_ev": 5.38, "homo_ev": -1.68, "symbols": ["Ca", "O", "C", "N", "C", "C", "C", "C", "C", "C", "N", "C", "C", "C", "C", "C", "N", "H", "H", "H", "H", "H", "H", "H", "H", "H", "H", "Se", "Se", "C", "C", "C", "C", "C", "N", "C", "C", "C", "C", "C", "N", "H", "H", "H", "H", "H", "H", "H", "H", "O", "S", "O", "O", "O", "F", "C", "C", "F", "C", "F", "C", "S", "C", "F", "C", "F", "Cl", "C", "Cl", "H", "H"], "xyz": [[-0.4101, -0.3404, -0.8804], [2.0975, -3.4960, 1.1645], [1.5053, -2.3977, 1.2373], [1.3288, -1.5141, 0.2674], [2.1100, -1.9631, -0.8853], [2.1736, -1.0385, -2.0850], [2.9399, -1.4541, -3.1740], [2.9813, -0.6697, -4.3032], [2.2783, 0.5252, -4.3234], [1.5643, 0.8830, -3.1977], [1.5174, 0.1160, -2.1045], [1.0104, -2.0176, 2.6263], [0.8386, -3.0415, 3.5646], [0.4492, -2.7129, 4.8477], [0.2540, -1.3755, 5.1654], [0.4678, -0.4351, 4.1723], [0.8442, -0.7402, 2.9365], [1.7768, -2.9486, -1.2483], [3.1489, -2.1358, -0.5688], [3.4761, -2.3930, -3.1214], [3.5529, -0.9826, -5.1688], [2.2823, 1.1761, -5.1861], [1.0118, 1.8112, -3.1311], [1.0259, -4.0574, 3.2481], [0.3002, -3.4851, 5.5949], [-0.0543, -1.0668, 6.1549], [0.3316, 0.6229, 4.3751], [-2.9459, -2.1351, 2.7296], [-3.5063, -0.5526, 1.1438], [-2.2796, 0.8553, 1.6657], [-2.7565, 1.9047, 2.4366], [-1.8846, 2.9397, 2.7271], [-0.5878, 2.8830, 2.2474], [-0.2064, 1.7961, 1.4713], [-1.0447, 0.7944, 1.2010], [-1.9441, -3.3411, 1.6053], [-1.8313, -4.6533, 2.0621], [-1.0932, -5.5421, 1.3030], [-0.5178, -5.0984, 0.1236], [-0.7022, -3.7757, -0.2367], [-1.3987, -2.9066, 0.4936], [-3.7800, 1.9075, 2.7844], [-2.2157, 3.7873, 3.3144], [0.1286, 3.6650, 2.4514], [0.8022, 1.7191, 1.0777], [-2.3040, -4.9571, 2.9856], [-0.9716, -6.5682, 1.6293], [0.0768, -5.7507, -0.4974], [-0.2674, -3.3833, -1.1444], [-2.7507, -2.4387, -3.8119], [-1.8506, -1.5661, -3.1222], [-2.3531, -1.0531, -1.8463], [-0.4701, -1.9869, -2.9370], [-1.6378, -0.2498, -4.0548], [-0.7839, 7.3647, -0.3552], [0.1179, 6.3599, -0.3743], [0.7149, 5.9198, 0.7945], [0.3810, 6.4955, 1.9708], [1.6417, 4.8958, 0.7615], [2.1614, 4.5337, 1.9557], [2.0373, 4.2394, -0.4129], [3.1953, 2.9481, -0.4517], [1.3973, 4.7182, -1.5696], [1.6854, 4.1868, -2.7697], [0.4737, 5.7438, -1.5659], [-0.0843, 6.1616, -2.7147], [-3.7019, 0.2389, -5.6407], [-2.6869, 0.6336, -4.1745], [-1.4472, 2.1643, -1.5716], [-3.3421, 0.6153, -3.3083], [-2.2699, 1.6187, -4.3527]]}

=====

Arrangement C

{"formula": "C29H20CaCl2F5N5O5S2Se2", "method": "ωB97M-V with the def2-TZVPD basis set", "charge": -2, "orbital_gap_ev": 6.40, "homo_ev": -2.57, "symbols": ["Ca", "O", "C", "N", "C", "C", "C", "C", "C", "C", "N", "C", "C", "C", "C", "C", "N", "H", "H", "H", "H", "H", "H", "H", "H", "H", "H", "Se", "Se", "C", "C", "C", "C", "C", "N", "C", "C", "C", "C", "C", "N", "H", "H", "H", "H", "H", "H", "H", "H", "O", "S", "O", "O", "O", "F", "C", "C", "F", "C", "F", "C", "S", "C", "F", "C", "F", "Cl", "C", "Cl", "H", "H"], "xyz": [[-0.9705, -0.2497, -0.2250], [2.1549, -0.4163, -3.5626], [1.4884, -0.3157, -2.5084], [0.2408, -0.6766, -2.3022], [-0.3787, -1.3076, -3.4329], [-1.6988, -1.9568, -3.0765], [-2.4645, -2.5566, -4.0761], [-3.6703, -3.1414, -3.7465], [-4.0876, -3.1173, -2.4223], [-3.2764, -2.5046, -1.4861], [-2.1041, -1.9403, -1.8071], [2.1972, 0.2321, -1.2837], [3.4537, 0.8089, -1.4483], [4.1457, 1.2409, -0.3329], [3.5587, 1.0878, 0.9176], [2.3003, 0.5211, 0.9868], [1.6326, 0.0887, -0.0828], [0.2764, -2.0789, -3.8707], [-0.5557, -0.6002, -4.2564], [-2.1047, -2.5411, -5.0983], [-4.2833, -3.6025, -4.5127], [-5.0299, -3.5469, -2.1110], [-3.5486, -2.4383, -0.4367], [3.8400, 0.8883, -2.4543], [5.1193, 1.7064, -0.4300], [4.0497, 1.4217, 1.8227], [1.8007, 0.3958, 1.9402], [-0.1706, -2.8609, 1.9514], [2.1236, -3.2397, 2.1585], [2.5855, -3.1760, 0.2934], [3.7868, -2.5886, -0.0916], [4.0862, -2.5641, -1.4419], [3.1831, -3.0976, -2.3481], [2.0145, -3.6500, -1.8554], [1.7264, -3.7135, -0.5543], [-0.3383, -1.2490, 2.9786], [-0.2962, -1.2500, 4.3534], [-0.5753, -0.0410, 4.9972], [-1.0245, 1.0243, 4.2612], [-1.1765, 0.8605, 2.8800], [-0.6295, -0.1741, 2.2390], [4.4285, -2.1135, 0.6376], [4.9863, -2.0744, -1.7929], [3.3505, -3.0225, -3.4126], [1.2628, -4.0555, -2.5239], [-0.0642, -2.1518, 4.9006], [-0.4731, 0.0370, 6.0740], [-1.3189, 1.9540, 4.7283], [-1.4702, 1.6884, 2.2550], [-5.1254, -0.6090, 1.4474], [-3.6790, -0.4587, 1.5673], [-3.3165, 0.2022, 2.8369], [-2.9525, -1.7687, 1.4440], [-3.1480, 0.3799, 0.4266], [1.8402, 5.5166, 3.9660], [1.3128, 4.9128, 2.8820], [-0.0354, 4.6205, 2.8255], [-0.8209, 4.9540, 3.8664], [-0.5678, 4.0009, 1.7116], [-1.8881, 3.7817, 1.7089], [0.2054, 3.6115, 0.6043], [-0.4447, 2.8070, -0.7817], [1.5620, 3.9673, 0.6958], [2.3834, 3.7216, -0.3319], [2.1077, 4.5902, 1.8009], [3.4205, 4.8961, 1.8393], [-5.2269, 2.8852, -2.5829], [-3.7516, 2.2055, -1.8251], [-2.7885, 1.2881, -3.0051], [-4.0332, 1.5306, -1.0213], [-3.1361, 3.0216, -1.4662]]}

=====

Short version: arrangement A is the least stable of them.